# 1
{"formula": "C27H77HgN6O9", "method": "wB97M-V/def2-TZVPD", "e_homo_ev": -10.73, "largest_force_ev_per_a": 3.4, "total_energy_ha": -2233.57842, "total_charge": 1, "gap_ev": 6.667, "species": ["O", "H", "H", "H", "N", "H", "H", "O", "H", "H", "H", "C", "H", "H", "H", "C", "H", "H", "N", "N", "C", "H", "H", "H", "H", "H", "H", "H", "H", "H", "C", "H", "H", "C", "H", "C", "H", "H", "H", "H", "C", "H", "H", "C", "C", "O", "H", "H", "H", "C", "H", "H", "H", "H", "C", "C", "H", "H", "H", "H", "C", "N", "C", "C", "H", "H", "H", "H", "H", "H", "C", "H", "H", "H", "H", "H", "H", "O", "H", "N", "C", "N", "Hg", "C", "O", "H", "O", "H", "H", "H", "C", "O", "O", "H", "C", "H", "H", "H", "O", "H", "H", "C", "C", "C", "H", "C", "H", "H", "H", "C", "H", "H", "H", "H", "H", "C", "H", "C", "H", "H"], "xyz": [[-17.388, -6.451, 6.773], [-17.159, -4.187, 3.639], [-24.777, -11.012, 8.710], [-23.388, -5.458, 7.700], [-20.665, -15.001, 6.969], [-16.792, -10.229, 6.834], [-16.256, -4.804, 2.016], [-20.798, -13.183, 2.932], [-19.635, -6.647, -0.440], [-16.601, -6.501, 3.496], [-20.917, -11.203, 5.068], [-21.202, -5.603, 0.619], [-25.978, -10.594, 4.583], [-19.204, -10.824, 7.368], [-20.074, -13.093, 4.793], [-21.131, -8.464, 9.043], [-17.450, -11.253, 5.587], [-23.912, -14.652, 10.582], [-24.138, -9.543, 4.308], [-24.623, -6.586, 6.423], [-18.381, -11.541, 7.506], [-26.477, -10.688, 8.631], [-22.532, -13.448, 3.876], [-23.333, -15.112, 2.191], [-24.261, -8.686, 4.865], [-22.328, -5.417, 3.447], [-22.747, -15.751, 11.372], [-16.904, -4.253, 5.464], [-20.631, -8.854, 8.161], [-19.303, -14.292, 3.809], [-19.815, -6.119, 0.482], [-15.611, -4.508, 4.334], [-22.648, -12.488, 1.389], [-21.980, -13.089, 7.727], [-19.533, -10.392, 4.550], [-24.255, -11.977, 4.404], [-23.209, -8.539, 7.653], [-16.857, -8.061, 8.054], [-20.081, -13.639, 8.477], [-21.968, -15.284, -0.040], [-21.563, -14.866, 0.868], [-18.238, -7.007, 8.485], [-22.967, -13.500, 7.483], [-22.981, -14.707, 11.157], [-21.586, -14.970, 9.275], [-21.376, -9.424, 4.138], [-21.920, -6.361, 0.838], [-23.183, -9.888, 4.402], [-19.983, -15.691, 7.151], [-22.587, -14.376, 1.880], [-15.603, -6.627, 5.931], [-24.210, -6.710, 9.819], [-22.507, -15.435, 8.852], [-25.306, -9.562, 6.712], [-25.732, -11.427, 8.389], [-17.073, -6.126, 4.430], [-24.701, -5.774, 5.837], [-18.570, -7.514, 1.274], [-23.409, -12.167, 5.028], [-21.536, -14.902, 3.730], [-16.364, -4.760, 0.949], [-18.558, -6.320, 4.345], [-23.853, -6.478, 7.650], [-20.985, -14.159, 8.132], [-22.138, -12.464, 8.608], [-25.921, -12.416, 8.775], [-23.552, -13.405, 0.369], [-16.449, -12.984, 6.603], [-22.219, -7.461, 6.692], [-21.519, -15.352, 6.566], [-16.618, -6.885, 5.668], [-20.971, -15.866, 9.576], [-18.174, -11.480, 8.574], [-18.980, -5.408, 4.353], [-16.741, -7.971, 5.518], [-18.688, -12.569, 7.270], [-21.504, -5.285, -0.399], [-21.885, -14.163, 10.398], [-18.449, -8.094, 7.339], [-23.327, -13.239, 1.350], [-17.200, -11.218, 6.629], [-19.492, -7.144, 1.539], [-20.883, -8.510, 2.318], [-17.678, -7.442, 7.704], [-21.879, -7.289, 8.760], [-25.356, -7.550, 8.719], [-16.154, -12.135, 6.887], [-18.909, -4.668, 1.696], [-21.011, -15.724, 1.262], [-20.822, -14.061, 0.635], [-24.850, -10.533, 6.407], [-17.444, -5.627, 0.562], [-25.558, -11.605, 7.018], [-18.920, -4.165, 0.011], [-20.510, -10.181, 4.983], [-25.545, -6.924, 6.653], [-21.813, -9.286, 9.330], [-23.035, -14.108, 12.064], [-21.686, -6.096, 3.633], [-25.428, -5.832, 8.841], [-21.799, -6.362, 4.543], [-18.744, -5.035, 0.650], [-22.763, -7.536, 7.640], [-16.684, -4.629, 4.491], [-16.577, -3.744, 0.666], [-24.732, -6.672, 8.874], [-20.433, -8.186, 9.843], [-24.944, -12.773, 4.730], [-21.736, -12.469, 6.842], [-19.728, -13.276, 3.791], [-19.280, -6.710, 2.455], [-18.782, -6.741, 5.232], [-20.430, -9.639, 5.964], [-15.468, -4.914, 0.371], [-24.195, -12.003, 3.327], [-21.890, -13.992, 3.196], [-23.825, -10.583, 6.741], [-24.934, -10.656, 4.898], [-21.304, -4.712, 1.270], [-18.934, -12.654, 3.405]], "lowdin_charge": [-0.19, 0.05, 0.08, 0.15, 0.06, 0.09, 0.04, -0.21, 0.15, 0.13, 0.05, -0.07, 0.14, 0.05, 0.05, -0.10, 0.09, 0.09, 0.03, 0.05, -0.07, 0.08, 0.08, 0.14, 0.04, 0.05, 0.09, 0.08, 0.04, 0.10, -0.38, 0.09, 0.06, -0.06, 0.05, -0.05, 0.11, 0.10, 0.12, 0.07, -0.06, 0.08, 0.09, -0.08, -0.24, -0.53, 0.05, 0.01, 0.06, -0.42, 0.13, 0.08, 0.13, 0.12, -0.11, -0.37, 0.07, 0.11, 0.04, 0.13, -0.05, 0.05, -0.44, -0.44, 0.08, 0.09, 0.08, 0.07, 0.10, 0.07, -0.19, 0.14, 0.09, 0.07, 0.13, 0.07, 0.11, -0.20, 0.06, 0.04, -0.32, -0.08, 1.32, -0.10, -0.18, 0.07, -0.05, 0.13, 0.08, 0.09, -0.23, -0.18, -0.19, 0.14, -0.22, 0.07, 0.09, 0.09, -0.08, 0.08, 0.03, -0.18, -0.20, -0.05, 0.09, -0.05, 0.10, 0.09, 0.06, -0.13, 0.03, 0.06, 0.07, 0.10, 0.06, -0.21, 0.10, -0.38, 0.10, 0.09]}

# 2
{"formula": "CH2N4O2", "method": "wB97M-V/def2-TZVPD", "e_homo_ev": [-8.13, -8.12], "de_lowest_ev": 2.5417, "largest_force_ev_per_a": 4.0, "total_energy_ha": -408.69213, "total_charge": 0, "gap_ev": [8.478, 8.505], "species": ["H", "O", "N", "N", "H", "C", "N", "N", "O"], "xyz": [[1.930, 2.055, -0.008], [-2.496, -0.729, -0.863], [0.259, -0.885, -0.031], [1.484, 1.218, -0.335], [1.916, -1.940, 0.285], [-2.432, -0.172, 0.115], [1.422, -1.094, -0.082], [0.306, 1.089, -0.177], [-2.389, 0.458, 1.095]], "lowdin_charge": [0.06, 0.20, 0.02, -0.03, 0.10, -0.52, -0.03, 0.03, 0.16]}

# 3
{"formula": "CH4ClN3", "method": "wB97M-V/def2-TZVPD", "e_homo_ev": [-8.46, -8.46], "de_lowest_ev": 1.6232, "largest_force_ev_per_a": 9.3, "total_energy_ha": -664.86636, "total_charge": 0, "smiles": "[H]/N=C(/N)NCl", "gap_ev": [8.899, 8.900], "species": ["H", "H", "N", "N", "H", "H", "N", "C", "Cl"], "xyz": [[-1.961, -0.040, -1.052], [1.394, 0.658, 1.010], [-1.464, 0.710, -0.507], [0.237, -1.073, -0.168], [0.762, 1.958, -0.203], [1.143, -1.253, 0.198], [0.815, 1.076, 0.381], [-0.113, 0.212, -0.097], [-0.813, -2.247, 0.439]], "lowdin_charge": [-0.02, 0.05, 0.01, -0.42, 0.15, 0.06, 0.13, -0.61, 0.65]}